C42H113N16O10P5S3 | ωB97M-V/def2-TZVPD

Last column: Löwdin charge in e.
Cartesian coordinates (Å):
O -4.55071 -4.21455 3.10943  -0.268
P -4.64038 -2.87722 2.56883  0.597
N -4.63955 -1.67196 3.90334  -0.296
C -5.71739 -1.81408 4.85535  -0.163
C -3.38562 -1.18204 4.55276  -0.107
N -6.02984 -2.42620 1.72050  -0.310
C -6.87299 -3.51944 1.27559  -0.127
C -6.58644 -1.05869 1.56467  -0.078
N -3.39010 -2.55634 1.40777  -0.277
C -2.98257 -3.64818 0.49453  -0.097
C -3.10394 -1.17828 0.96273  -0.127
H -5.52611 -2.43632 5.72961  0.083
H -6.58369 -2.26882 4.37490  0.070
H -6.11645 -0.85270 5.17878  0.079
H -3.46961 -0.33688 5.23596  0.079
H -2.65408 -0.82968 3.82558  0.053
H -2.94774 -2.06336 5.02142  0.076
H -6.28146 -4.41818 1.10107  0.071
H -7.52811 -3.69628 2.12862  0.075
H -7.59202 -3.34520 0.47513  0.083
H -7.62061 -1.10896 1.22397  0.082
H -6.56873 -0.56834 2.53798  0.062
H -6.00071 -0.50902 0.82786  0.061
H -2.66552 -4.55324 1.01264  0.077
H -3.88869 -4.03818 0.03091  0.054
H -2.33943 -3.32940 -0.32574  0.062
H -2.06103 -0.89089 1.09633  0.061
H -3.73224 -0.40722 1.40861  0.071
H -3.05076 -1.15609 -0.12575  0.037
O 2.72145 8.93200 2.15819  -0.323
P 2.44243 7.47439 2.46053  0.616
N 1.79797 7.24943 4.04697  -0.304
C 0.96564 8.30970 4.64742  -0.109
C 1.76492 5.92580 4.74763  -0.096
N 3.88187 6.51779 2.53955  -0.319
C 5.13723 7.06009 2.90252  -0.130
C 3.88715 5.10894 2.18027  -0.143
N 1.36489 6.72082 1.39695  -0.295
C 1.86265 6.52105 -0.01750  -0.081
C -0.08655 6.72595 1.47308  -0.110
H 0.02269 8.39896 4.10799  0.061
H 1.54503 9.22494 4.52594  0.073
H 0.81102 8.02143 5.68718  0.075
H 1.64951 5.93465 5.83147  0.075
H 2.66726 5.35373 4.53172  0.056
H 0.90676 5.37028 4.36941  0.065
H 6.03581 6.55138 2.55342  0.085
H 5.17606 8.11383 2.62641  0.081
H 5.30744 6.87985 3.96396  0.079
H 2.89010 4.66931 2.15340  0.065
H 4.46362 4.91366 1.27603  0.080
H 4.45146 4.60992 2.96807  0.068
H 2.01994 7.42427 -0.60704  0.083
H 2.90435 6.21296 0.07215  0.054
H 1.38480 5.68181 -0.52291  0.078
H -0.57757 5.80694 1.15305  0.053
H -0.38884 7.51738 0.78725  0.088
H -0.45485 6.82052 2.49460  0.068
O -6.87383 -1.94570 -4.08984  -0.293
P -5.41965 -2.11276 -4.27535  0.602
N -4.93116 -3.80357 -4.30872  -0.287
C -5.14116 -4.60471 -5.55850  -0.107
C -4.89282 -4.66792 -3.09640  -0.113
N -4.40387 -1.24951 -3.13888  -0.281
C -5.02408 -0.00346 -2.70183  -0.120
C -3.06856 -1.55524 -2.77114  -0.126
N -4.93096 -1.41808 -5.71617  -0.298
C -5.65588 -0.27709 -6.25136  -0.114
C -3.47149 -1.45638 -5.96941  -0.118
H -6.16550 -4.46989 -5.90586  0.072
H -5.10392 -5.68879 -5.45133  0.079
H -4.54578 -4.21308 -6.38326  0.064
H -3.97593 -5.24801 -2.99194  0.079
H -5.76978 -5.30929 -3.18412  0.079
H -5.03345 -4.07476 -2.19281  0.056
H -5.07327 0.74841 -3.48947  0.072
H -5.98807 -0.20146 -2.23319  0.082
H -4.43761 0.47699 -1.91868  0.019
H -3.11742 -2.51576 -2.25819  0.060
H -2.35811 -1.52082 -3.59708  0.059
H -2.80227 -0.75463 -2.08106  0.059
H -5.17794 0.45032 -6.90752  0.083
H -6.41012 -0.64467 -6.94713  0.081
H -6.10870 0.30436 -5.44826  0.064
H -2.95474 -2.29772 -5.50765  0.071
H -3.09723 -0.48394 -5.64943  0.072
H -3.25527 -1.48889 -7.03725  0.080
O 2.03128 -3.17429 -4.66731  -0.271
P 2.96125 -3.24989 -3.54309  0.582
N 4.18696 -2.04015 -3.62153  -0.284
C 3.74121 -0.68253 -3.60750  -0.129
C 5.59974 -2.24828 -3.07891  -0.063
N 3.82589 -4.70803 -3.46693  -0.323
C 4.20998 -5.37643 -2.24855  -0.118
C 4.26534 -5.28423 -4.72749  -0.109
N 2.16104 -3.12085 -1.99062  -0.296
C 2.81450 -2.96133 -0.68176  -0.115
C 0.80919 -3.57776 -1.95717  -0.142
H 2.86891 -0.56306 -4.25008  0.067
H 4.55818 0.01381 -3.79667  0.090
H 3.39873 -0.44326 -2.60074  0.055
H 5.87116 -3.26191 -3.37383  0.066
H 5.64139 -2.14348 -1.99476  0.054
H 6.24706 -1.45225 -3.44689  0.079
H 3.36915 -5.61389 -1.59683  0.073
H 4.85185 -6.23913 -2.42702  0.089
H 4.84739 -4.74219 -1.63248  0.064
H 3.61947 -6.13635 -4.93926  0.085
H 4.23800 -4.54645 -5.52938  0.083
H 5.27613 -5.66363 -4.57762  0.076
H 2.96605 -3.90366 -0.15532  0.065
H 3.79673 -2.52209 -0.85610  0.061
H 2.14622 -2.30896 -0.11969  0.066
H 0.64400 -4.57458 -2.36602  0.087
H 0.20989 -2.84202 -2.49346  0.065
H 0.40053 -3.53482 -0.94759  0.075
O 4.96387 -0.90293 5.14963  -0.271
P 3.53621 -1.21518 5.13781  0.566
N 2.51895 0.07948 5.04424  -0.301
C 1.09882 0.04189 5.39114  -0.099
C 2.99792 1.46883 4.95291  -0.106
N 3.06448 -2.00888 6.59300  -0.321
C 3.34816 -1.43408 7.89697  -0.120
C 3.01681 -3.50976 6.66473  -0.090
N 2.99299 -2.29857 3.87457  -0.277
C 3.90401 -2.76067 2.83375  -0.124
C 1.60897 -2.78169 3.75355  -0.138
H 0.59602 -0.60718 4.67421  0.058
H 0.75669 1.07480 5.32680  0.077
H 0.98102 -0.13085 6.46090  0.079
H 2.53175 1.84886 4.04386  0.059
H 4.08369 1.49108 4.85958  0.070
H 2.93534 2.11750 5.82665  0.086
H 3.17842 -0.36151 7.80273  0.075
H 2.62053 -1.88674 8.57059  0.081
H 4.37151 -1.63174 8.21602  0.084
H 2.97936 -3.96028 5.67289  0.062
H 3.96645 -3.80044 7.11394  0.079
H 2.14362 -3.74226 7.27430  0.080
H 4.93133 -2.94315 3.14903  0.080
H 3.61555 -3.69951 2.36103  0.073
H 3.90710 -2.01907 2.03493  0.057
H 1.52208 -3.78301 3.33174  0.078
H 0.98723 -2.23232 3.04664  0.066
H 1.03074 -2.89282 4.67082  0.075
C -1.96192 3.98697 -0.86000  -0.255
S -3.10145 2.61655 -1.38361  0.855
O -2.91334 1.50253 -0.40146  -0.583
C -4.66851 3.45619 -0.73983  -0.215
H -1.83851 3.98336 0.22298  0.043
H -2.32589 5.00933 -0.96199  0.051
H -1.03503 3.94830 -1.43224  0.037
H -4.63293 3.77042 0.30329  0.058
H -5.39111 2.64016 -0.74660  0.033
H -5.09230 4.22234 -1.38908  0.052
C 0.11620 0.66747 -1.02593  -0.242
S 1.66989 0.97011 -0.09053  0.816
O 2.32329 2.16048 -0.75758  -0.570
C 1.05876 1.63076 1.54552  -0.199
H -0.80629 0.66087 -0.44534  0.009
H 0.08007 -0.28178 -1.56045  0.041
H -0.00640 1.51744 -1.69721  0.031
H 0.03544 1.97194 1.38894  0.041
H 1.71158 2.42131 1.91559  0.032
H 1.12238 0.82779 2.27989  0.029
C 6.48008 -0.12673 2.14250  -0.227
S 5.19949 1.17217 1.67699  0.825
O 5.92496 2.45900 2.04051  -0.569
C 5.14524 0.85605 -0.12920  -0.282
H 5.99431 -1.09135 1.99544  0.013
H 6.67283 -0.20467 3.21249  0.036
H 7.46307 0.01021 1.69187  0.056
H 6.09658 0.51259 -0.53552  0.048
H 4.87573 1.75135 -0.68947  0.045
H 4.38398 0.14533 -0.45085  -0.001
C 0.07284 1.01985 -4.80441  -0.043
C 0.10840 -0.14213 -5.57731  -0.061
C -0.32381 -0.05579 -6.87407  -0.032
C -0.80132 1.09261 -7.42309  -0.189
C -0.92813 2.22233 -6.70399  -0.017
C -0.56588 2.18546 -5.34618  -0.032
N -1.10320 1.16342 -8.87182  -0.323
O -2.08080 1.82910 -9.14051  0.085
O -0.33642 0.56460 -9.66220  0.070
H 0.46568 1.04355 -3.79867  0.075
H 0.57875 -1.02417 -5.16844  0.088
H -0.31041 -0.94602 -7.48539  0.130
H -1.26658 3.12702 -7.18709  0.124
H -0.67497 3.06567 -4.72996  0.095

Force components x, y, z for each atom (eV/Å):
O -0.2754 -1.8951 -0.1466
P 0.6712 4.2001 -0.3275
N 1.0597 0.3940 -1.5797
C -1.0696 -0.2522 -0.5186
C 0.0662 -1.2790 -1.2381
N -0.0084 0.2311 -0.1623
C -0.7559 -0.5307 1.3456
C 0.7157 -0.8630 0.4737
N 0.2620 0.5697 1.6846
C -1.6580 -0.2607 0.6073
C 0.6866 -0.9103 -0.6120
H 0.4596 -0.0520 0.0877
H 0.0133 -0.2423 -0.2088
H 0.3840 0.3020 0.1891
H -0.7859 -0.2631 0.1618
H -0.1347 -0.1695 -0.3925
H 0.3634 0.2713 0.6223
H -0.1808 0.0343 -0.1417
H -0.3441 -0.8121 0.0685
H 0.7158 0.5253 -0.5073
H 0.0716 -0.1851 0.0014
H 0.0493 0.3041 -0.1577
H -0.0831 0.2524 0.0496
H 0.7892 0.3869 0.2527
H -0.2785 0.1066 -0.6042
H 0.2788 0.1470 0.5008
H 0.3761 -0.0153 1.0453
H -0.1018 -0.2550 -0.2357
H -1.2124 0.2248 -0.1272
O -0.4951 -2.2181 0.6226
P 1.1096 0.6688 1.4376
N 0.3139 -0.3474 -0.0333
C 0.8537 -0.6201 -0.8473
C -0.1536 0.4298 -1.5434
N -3.0893 -0.1259 -1.9649
C 0.8540 0.6300 1.0157
C 0.6103 -0.0195 0.8201
N 1.1829 -1.0859 -1.1183
C 1.4061 -0.0476 1.5408
C 0.2983 0.4505 0.1976
H -0.2994 0.1929 0.2770
H -0.3879 0.2230 0.3545
H -0.1109 0.4256 -0.0280
H 0.1267 0.8056 -0.0057
H 0.0042 0.1038 -0.1053
H -0.1233 -0.4344 -0.0004
H -0.3686 -0.2319 -1.1826
H 0.1749 -0.0175 0.3278
H -0.1839 0.6935 0.6268
H 0.0382 0.1797 -0.2417
H -0.2346 -0.0420 -0.2918
H -0.0327 -0.4562 0.0856
H -1.0636 0.2586 -0.0856
H 0.0880 -0.3367 0.1307
H -0.4322 0.3448 0.0445
H 0.5315 -0.4038 -0.3994
H -0.7920 0.2201 0.3735
H 0.1915 0.6490 -0.0107
O 0.3588 0.4175 0.4185
P 1.0389 -0.9279 0.2431
N 0.9042 0.8165 -0.1091
C -1.0593 1.5178 -0.0052
C -0.8841 1.1638 -0.5906
N -2.8454 -0.9244 -1.0478
C 0.2750 0.0365 0.4905
C 0.0122 0.0955 0.4238
N 1.3502 -1.3295 -0.4889
C -1.2505 -0.0991 -0.3657
C -0.7788 0.9600 -0.4644
H -0.3371 0.2084 0.0058
H 0.8242 0.1957 0.4908
H 0.4063 -0.3676 0.1530
H 0.0508 0.0126 -0.2704
H 0.1302 -0.3877 0.3537
H 0.0727 0.1304 -0.0111
H -0.3983 0.0099 -0.2345
H -0.2477 0.1491 -0.4313
H 0.2763 -0.4424 0.0805
H 0.8822 -0.1133 0.0012
H 0.1594 -0.3045 0.0148
H 0.4535 -0.2615 0.2143
H 1.2956 -0.3412 0.3691
H -0.5715 -0.0156 0.3731
H -0.2936 -0.0810 -0.1485
H -0.2636 0.1412 0.1813
H 0.6660 -0.0868 0.3657
H -0.2324 -0.2113 -0.1974
O -0.5998 0.2834 -0.2256
P 1.9865 -0.2722 2.5789
N 0.8973 -1.8088 0.3943
C -0.5769 0.3562 0.9308
C -2.1458 -0.0420 -0.3307
N -0.7562 1.3922 -0.3755
C 0.3460 0.6018 0.6763
C -0.0795 -0.4153 0.5336
N 1.9297 -0.1175 -1.3987
C -0.2111 0.1044 -1.3246
C -1.1359 0.5339 -0.0702
H 0.3055 0.2352 -0.3261
H -0.1358 -0.0396 -0.5429
H -0.2101 0.4249 0.3743
H 0.4683 0.3099 0.0487
H -0.0936 -0.1713 0.2680
H -0.0106 -0.3111 -0.5113
H -0.1407 -0.4316 -0.2418
H -0.4671 -0.2146 -0.3145
H 0.1829 0.3105 0.1449
H 0.0436 -0.0552 -0.5246
H -0.0336 -0.1683 0.0334
H 0.1922 0.0743 -0.3415
H -0.1303 -0.1379 0.1128
H -0.0748 0.2634 0.3090
H 0.4288 0.1370 0.4157
H -0.0128 -0.0670 -0.0381
H -0.3935 -0.3201 -0.4160
H 0.2724 -0.2355 0.2382
O 0.6500 0.4058 -0.9857
P -1.8488 -2.3318 0.9093
N 0.2703 1.4529 0.8227
C 0.7541 0.5244 0.0465
C 1.4096 -0.7332 -0.6848
N -0.4084 -1.1563 -2.0298
C -0.4482 0.1796 -1.0720
C 0.5944 1.8027 -0.2055
N 0.1810 -0.2016 1.5596
C 0.0989 0.4614 -0.3363
C -0.2084 -0.2025 -0.3266
H -0.5382 0.0116 0.6819
H -0.3231 -0.0805 -0.6084
H -0.3582 -0.9357 -0.0683
H 0.1787 0.7584 0.2935
H 0.0824 -0.3541 -0.6980
H -1.1499 -0.2006 0.2997
H 0.0923 0.1049 0.4236
H 0.1532 0.2569 0.4099
H 0.0787 0.0217 0.1773
H -0.2462 0.1242 0.1576
H -0.1669 -0.5606 0.3321
H 0.1752 -0.4905 0.0156
H -0.0501 0.3912 0.4353
H -0.5460 -0.1113 0.3250
H 0.2815 0.0474 -0.3341
H 0.7884 -0.3338 -0.0158
H 0.0289 0.6828 -0.0300
H 0.4287 0.5199 0.3555
C -0.1691 0.3242 0.0344
S -0.8970 1.9207 1.6382
O 0.2807 0.1868 -0.3380
C -0.1016 -0.9941 -0.5431
H 0.3509 -0.8663 0.0206
H -0.6607 -0.1373 -0.7891
H 0.1141 -0.3387 0.3455
H 0.6678 0.1387 -0.1157
H 0.0201 -0.1883 -0.1337
H 0.4843 0.1371 -0.0733
C -0.6683 0.2824 0.4964
S 0.3051 0.9007 0.1582
O -0.4954 -0.7440 0.1745
C -0.2913 -0.6024 -0.6760
H 0.2035 0.0977 0.5553
H 0.6969 0.0399 -0.1327
H 0.3388 -0.0526 -0.1298
H 0.0511 0.0870 0.2818
H 0.0982 0.0715 -0.5946
H -0.2719 -0.1936 -0.0930
C -0.9959 -0.2861 0.2364
S 1.8995 0.0285 1.1650
O -1.0174 -0.9431 -1.0285
C 0.6703 0.2301 -0.6932
H 0.2999 -0.1466 -0.7777
H -0.5099 0.9371 0.2482
H -0.4002 0.0876 -0.6273
H 0.2106 0.0112 0.2864
H -0.0123 0.3440 0.5205
H -0.1265 -0.2598 0.7144
C -1.4757 1.1966 -0.8843
C 0.5787 1.1317 0.9290
C 0.0789 -2.0045 -0.7828
C 0.4036 -0.4878 -1.1470
C -0.1655 1.4334 1.7881
C 1.0845 -1.1667 -0.0200
N 1.1182 -1.0409 -0.3422
O 0.3203 -0.2184 -0.7747
O -1.8469 1.2607 1.4539
H -0.0198 -0.0299 0.0218
H -0.1360 -0.3503 -0.1879
H 0.1974 -0.0584 -0.1813
H -0.1727 0.0661 0.1694
H 0.0769 0.1105 -0.0398

Its electronic energy is -168649.529 eV. The value obtained for the lowest unoccupied orbital energy is -0.0124 Eh. The value obtained for the HOMO-LUMO gap is 7.87 eV. Its total charge is 0. The HOMO energy is -8.203 eV.